Record 1
{"formula": "C25H30ClN2Si", "method": "ωB97M-V/def2-TZVPD", "charge": 1, "gap_ev": 5.268, "homo_energy_ev": -10.23, "total_energy_ha": -1829.5734, "symbols": ["C", "N", "C", "C", "Cl", "H", "H", "H", "H", "H", "H", "H", "C", "C", "C", "C", "Si", "C", "C", "C", "C", "C", "C", "C", "C", "C", "C", "C", "C", "C", "C", "C", "C", "N", "C", "C", "H", "H", "H", "H", "H", "H", "H", "H", "H", "H", "H", "H", "H", "H", "H", "H", "H", "H", "H", "H", "H", "H", "H"], "coordinates": [[4.668, 3.200, -0.559], [4.297, 2.781, -1.910], [5.023, 3.472, -2.995], [3.327, 1.917, -2.087], [2.572, 1.624, -3.573], [5.671, 3.620, -0.603], [4.000, 3.988, -0.193], [4.640, 2.348, 0.120], [5.928, 3.889, -2.549], [5.311, 2.794, -3.799], [4.444, 4.310, -3.400], [2.862, 1.445, -1.217], [0.209, -1.347, 4.716], [-1.161, -1.464, 4.443], [-1.653, -1.255, 3.146], [-0.767, -0.956, 2.099], [-1.361, -0.677, 0.358], [-3.171, -1.072, 0.164], [-4.036, -0.071, -0.316], [-5.410, -0.318, -0.440], [-5.936, -1.569, -0.084], [-5.077, -2.577, 0.373], [-3.702, -2.329, 0.509], [-0.956, 1.053, -0.189], [-0.864, 2.054, 0.786], [-0.609, 3.379, 0.405], [-0.426, 3.711, -0.944], [-0.459, 2.700, -1.909], [-0.719, 1.376, -1.535], [-0.249, -1.688, -0.772], [-0.377, -3.218, -0.607], [1.071, -3.739, -0.703], [1.970, -2.494, -0.865], [1.130, -1.348, -0.526], [0.606, -0.870, 2.375], [1.096, -1.051, 3.675], [0.591, -1.489, 5.732], [-1.849, -1.715, 5.253], [-2.726, -1.337, 2.954], [-3.632, 0.907, -0.595], [-6.076, 0.469, -0.802], [-7.011, -1.760, -0.166], [-5.472, -3.559, 0.643], [-3.038, -3.116, 0.882], [-0.984, 1.801, 1.844], [-0.560, 4.159, 1.167], [-0.255, 4.748, -1.249], [-0.299, 2.933, -2.963], [-0.743, 0.597, -2.300], [-0.581, -1.425, -1.797], [-0.847, -3.476, 0.352], [-1.021, -3.627, -1.393], [1.338, -4.289, 0.209], [1.188, -4.409, -1.565], [2.874, -2.531, -0.239], [2.297, -2.416, -1.917], [1.442, -0.439, -0.861], [1.306, -0.690, 1.556], [2.167, -0.953, 3.860]], "mulliken_charge": [-0.880, 0.119, -0.911, 0.383, -0.022, 0.351, 0.349, 0.379, 0.323, 0.380, 0.368, 0.142, -0.481, -0.631, -0.421, 0.431, -0.196, 0.556, -0.385, -0.677, -0.496, -0.749, -0.112, 0.347, -0.416, -0.673, -0.605, -0.707, -0.094, 0.267, -0.254, -0.719, -0.752, 0.036, -0.023, -0.740, 0.368, 0.389, 0.408, 0.297, 0.388, 0.374, 0.390, 0.294, 0.414, 0.425, 0.418, 0.539, 0.312, 0.281, -0.054, 0.331, 0.302, 0.291, 0.404, 0.305, -0.155, 0.409, 0.385]}

=====

Record 2
{"formula": "C25H30ClO3PSbV", "method": "ωB97M-V/def2-TZVPD", "charge": 2, "spin_multiplicity": 3, "gap_ev": [7.480, 8.138], "relative_energy_kj_mol": 4.8, "homo_energy_ev": [-14.78, -14.70], "total_energy_ha": -3181.6553, "symbols": ["V", "Cl", "C", "C", "C", "C", "C", "C", "P", "C", "C", "C", "C", "C", "C", "C", "C", "C", "C", "C", "C", "H", "H", "H", "H", "H", "H", "H", "H", "H", "H", "H", "H", "H", "H", "C", "C", "C", "O", "C", "O", "O", "H", "H", "H", "H", "H", "H", "H", "C", "Sb", "C", "C", "H", "H", "H", "H", "H", "H", "H", "H", "H"], "coordinates": [[1.246, -0.174, -0.656], [1.324, 2.029, -1.881], [0.725, 3.157, -0.630], [1.179, 4.454, -0.669], [0.711, 5.331, 0.304], [-0.180, 4.898, 1.276], [-0.623, 3.581, 1.285], [-0.175, 2.685, 0.321], [-0.784, 0.982, 0.152], [-1.300, 0.399, 1.774], [-2.479, -0.332, 1.922], [-2.798, -0.885, 3.154], [-1.942, -0.716, 4.232], [-0.762, 0.005, 4.086], [-0.436, 0.559, 2.860], [-2.211, 1.123, -0.933], [-3.386, 1.726, -0.477], [-4.442, 1.925, -1.350], [-4.327, 1.541, -2.680], [-3.156, 0.957, -3.145], [-2.101, 0.748, -2.271], [1.876, 4.782, -1.429], [1.054, 6.357, 0.297], [-0.533, 5.589, 2.029], [-1.317, 3.245, 2.045], [-3.154, -0.457, 1.085], [-3.718, -1.441, 3.274], [-2.196, -1.144, 5.193], [-0.099, 0.136, 4.931], [0.486, 1.118, 2.752], [-3.475, 2.040, 0.557], [-5.355, 2.385, -0.996], [-5.153, 1.702, -3.360], [-3.069, 0.670, -4.184], [-1.187, 0.294, -2.640], [4.982, -0.173, 0.387], [4.099, -1.100, -0.422], [4.859, -2.084, -1.272], [3.209, -0.281, -1.296], [3.048, -1.798, 0.454], [3.106, -2.941, 0.772], [2.007, -0.969, 0.787], [5.664, 0.367, -0.272], [5.587, -0.761, 1.077], [4.394, 0.540, 0.965], [5.568, -1.565, -1.918], [4.187, -2.685, -1.884], [5.415, -2.758, -0.621], [3.706, 0.347, -1.836], [-2.200, -2.599, -1.705], [-0.239, -2.529, -0.924], [-0.419, -3.252, 1.046], [0.799, -4.068, -1.928], [-2.473, -3.646, -1.832], [-2.254, -2.083, -2.659], [-2.876, -2.128, -0.993], [-1.074, -4.121, 1.040], [-0.828, -2.468, 1.678], [0.580, -3.521, 1.380], [0.359, -5.014, -1.616], [1.845, -4.039, -1.630], [0.702, -3.946, -3.003]], "mulliken_charge": [0.409, -0.312, 0.944, -0.768, -0.526, -0.826, -0.254, 0.337, 0.774, 0.858, -0.536, -0.734, -0.578, -0.804, -0.739, 0.628, -0.213, -0.758, -0.603, -0.770, -0.366, 0.503, 0.429, 0.451, 0.440, 0.320, 0.483, 0.440, 0.456, 0.459, 0.419, 0.469, 0.433, 0.482, 0.423, -1.608, 2.055, -1.592, -0.348, -0.460, -0.455, -0.429, 0.477, 0.413, 0.328, 0.453, 0.286, 0.376, 0.259, -1.226, 0.820, -0.897, -1.137, 0.554, 0.397, 0.311, 0.510, 0.079, 0.359, 0.405, 0.304, 0.399]}

=====

Record 3
{"formula": "C25H30N2O2PV", "method": "ωB97M-V/def2-TZVPD", "charge": 2, "spin_multiplicity": 3, "gap_ev": [7.558, 7.780], "homo_energy_ev": [-14.72, -14.68], "total_energy_ha": -2515.4825, "symbols": ["V", "C", "N", "C", "C", "C", "N", "C", "C", "H", "H", "H", "H", "H", "H", "H", "H", "H", "H", "H", "H", "H", "H", "H", "H", "O", "C", "O", "C", "C", "C", "C", "C", "C", "P", "C", "C", "C", "C", "C", "C", "C", "C", "C", "C", "C", "C", "H", "H", "H", "H", "H", "H", "H", "H", "H", "H", "H", "H", "H", "H"], "coordinates": [[-0.257, 1.511, -0.126], [2.694, 0.995, 0.845], [1.777, 1.859, 0.047], [1.998, 1.620, -1.414], [2.062, 3.292, 0.390], [0.997, 4.196, -0.190], [-0.353, 3.639, 0.112], [-0.746, 3.947, 1.513], [-1.361, 4.232, -0.820], [3.730, 1.240, 0.607], [2.508, -0.051, 0.627], [2.514, 1.165, 1.904], [2.932, 2.088, -1.727], [1.196, 2.063, -2.029], [2.053, 0.554, -1.621], [3.048, 3.568, 0.014], [2.095, 3.360, 1.475], [1.094, 4.276, -1.272], [1.097, 5.203, 0.216], [-0.715, 5.024, 1.681], [-0.075, 3.461, 2.219], [-1.759, 3.593, 1.687], [-1.374, 5.318, -0.712], [-2.347, 3.835, -0.598], [-1.100, 3.987, -1.849], [-3.916, 1.427, -0.895], [-3.110, 0.698, -0.449], [-1.871, 1.238, -0.005], [-3.164, -0.764, -0.255], [-4.431, -1.335, -0.289], [-4.588, -2.691, -0.056], [-3.478, -3.476, 0.212], [-2.208, -2.917, 0.225], [-2.024, -1.560, -0.014], [-0.276, -0.997, -0.064], [0.456, -1.660, 1.448], [0.237, -0.934, 2.623], [0.721, -1.399, 3.834], [1.436, -2.593, 3.875], [1.652, -3.319, 2.714], [1.159, -2.860, 1.497], [0.440, -1.840, -1.496], [-0.382, -2.245, -2.545], [0.174, -2.809, -3.685], [1.549, -2.961, -3.791], [2.377, -2.545, -2.755], [1.827, -1.982, -1.613], [-5.284, -0.699, -0.486], [-5.575, -3.132, -0.077], [-3.597, -4.534, 0.410], [-1.352, -3.551, 0.423], [-0.335, -0.012, 2.599], [0.540, -0.842, 4.744], [1.817, -2.960, 4.820], [2.200, -4.252, 2.752], [1.317, -3.444, 0.600], [-1.457, -2.137, -2.476], [-0.471, -3.134, -4.491], [1.977, -3.407, -4.680], [3.450, -2.666, -2.834], [2.485, -1.684, -0.804]], "mulliken_charge": [1.296, -0.924, 0.518, -0.942, -0.911, -0.952, 0.169, -1.178, -1.086, 0.375, 0.140, 0.380, 0.439, 0.470, 0.332, 0.409, 0.445, 0.390, 0.439, 0.376, 0.354, 0.294, 0.367, 0.308, 0.391, -0.489, 0.205, -0.204, 0.876, -0.821, -0.625, -0.733, -0.505, 0.048, 1.033, 0.623, -0.689, -0.806, -0.622, -0.788, -0.041, 0.707, -0.811, -0.780, -0.713, -0.857, -0.178, 0.527, 0.440, 0.476, 0.432, 0.418, 0.470, 0.436, 0.464, 0.479, 0.397, 0.467, 0.430, 0.475, 0.361]}

=====

Record 4
{"formula": "C25H30N2O3", "method": "ωB97M-V/def2-TZVPD", "charge": 0, "gap_ev": 7.655, "relative_energy_kj_mol": 2193.6, "homo_energy_ev": -7.38, "total_energy_ha": -1305.0932, "symbols": ["C", "H", "O", "C", "C", "C", "C", "C", "C", "H", "H", "H", "C", "N", "C", "O", "C", "C", "C", "C", "C", "C", "N", "C", "H", "H", "C", "C", "C", "C", "C", "C", "C", "C", "C", "O", "H", "H", "H", "H", "H", "H", "H", "H", "H", "H", "H", "H", "H", "H", "H", "H", "H", "H", "H", "H", "H", "H", "H", "H"], "coordinates": [[-0.784, 3.045, 2.784], [-1.437, 3.108, 3.486], [-0.218, 1.817, 2.512], [-1.198, 0.750, 2.077], [-0.688, -0.659, 1.723], [-1.555, -1.606, 1.461], [-2.947, -1.433, 1.365], [-3.424, -0.042, 1.332], [-2.666, 1.012, 1.797], [-3.028, 1.903, 2.060], [-4.518, 0.299, 1.323], [-3.588, -2.014, 0.740], [-0.835, -3.032, 1.004], [0.191, -2.649, 0.137], [1.480, -2.828, 0.262], [1.834, -3.077, 1.632], [2.450, -2.826, -0.758], [3.604, -1.863, -0.393], [3.527, -0.213, -0.803], [4.664, 0.532, -0.335], [4.395, 1.968, -0.774], [3.121, 2.527, 0.307], [2.029, 1.778, -0.036], [2.217, 0.299, 0.290], [1.351, -0.115, -0.325], [2.611, 0.139, 1.164], [1.396, 1.786, -1.360], [0.020, 1.623, -1.440], [-1.272, 2.070, -1.089], [-2.197, 1.124, -1.390], [-3.611, 1.308, -1.511], [-4.334, 0.026, -1.936], [-3.596, -1.079, -2.135], [-2.269, -1.306, -2.188], [-1.597, -0.092, -1.812], [-0.181, 0.366, -1.743], [-1.699, -2.072, -2.626], [-4.196, -1.976, -2.161], [-5.400, 0.097, -1.803], [-4.264, 2.230, -1.102], [-1.230, 3.054, -0.753], [1.210, 3.132, -1.214], [1.826, 1.523, -2.202], [2.977, 3.346, -0.006], [3.372, 2.375, 1.142], [4.400, 2.090, -1.755], [5.405, 2.445, -0.362], [5.643, -0.010, -1.050], [5.014, 0.418, 0.484], [3.034, -0.133, -1.749], [4.519, -2.095, -1.120], [3.912, -1.926, 0.526], [2.929, -3.614, -1.163], [1.947, -2.337, -1.570], [-0.007, -2.471, -0.688], [-1.567, -3.477, 0.997], [-0.377, -3.294, 1.941], [0.254, -0.630, 2.129], [-1.217, 3.539, 1.788], [0.186, 3.615, 3.276]], "mulliken_charge": [-0.869, 0.567, -0.273, -0.206, -0.311, 0.747, -0.943, -0.350, -0.727, 0.782, 0.269, 0.331, -2.266, 0.090, 1.001, -0.789, -0.909, -1.248, 0.340, -1.470, -0.792, -1.756, 0.213, -1.653, -0.175, 1.508, -0.721, 0.995, -2.029, 1.321, -0.306, -0.605, -0.429, -1.270, 0.347, -0.363, 0.646, 0.348, 0.409, 0.268, 0.582, 0.135, 0.420, 0.966, 0.961, 0.475, 0.348, 0.314, 0.786, 0.456, 0.404, 0.722, 0.604, 0.235, -0.242, 1.282, 0.471, 0.974, 0.182, 0.203]}